Formula: C39H36ClN3NbSi2
Source: the Open Molecules 2025 dataset
Level of theory: the ωB97M-V functional and the def2-TZVPD basis

Calculated values
Orbital gap (spin up / spin down) (Ha): 0.098 / 0.092
Total energy (eV): -75299.7410
Total charge: +3
LUMO level (spin up / spin down) (eV): -11.51 / -11.69

Last column: Mulliken charge in e.
Element x y z (Å)
C  -1.211  -0.593  4.792  -0.76
C  -2.075  0.119  3.894  0.12
C  -2.316  -0.736  2.760  -0.53
H  -2.554  1.070  4.098  0.63
C  -1.598  -1.964  2.962  -0.60
C  -0.934  -1.884  4.228  0.05
H  -0.419  -2.697  4.719  0.60
H  -0.953  -0.288  5.802  0.56
H  -3.035  -0.548  1.967  0.97
H  -1.587  -2.814  2.281  0.57
Nb  -0.147  -0.299  2.933  -0.66
Si  0.844  -0.023  -3.332  0.94
C  0.730  1.533  -4.383  0.29
C  1.782  1.944  -5.218  -0.62
H  2.751  1.442  -5.165  0.39
C  1.571  2.969  -6.148  -0.58
H  2.353  3.227  -6.859  0.41
C  0.358  3.667  -6.186  -0.60
H  0.191  4.471  -6.910  0.40
C  -0.655  3.311  -5.292  -0.69
H  -1.588  3.871  -5.276  0.45
C  -0.491  2.217  -4.440  -0.24
H  -1.332  1.890  -3.821  0.67
C  1.031  -1.417  -4.545  0.58
C  0.236  -1.340  -5.704  -0.39
H  -0.274  -0.408  -5.963  0.30
C  0.088  -2.456  -6.541  -0.62
H  -0.613  -2.429  -7.372  0.41
C  0.839  -3.612  -6.304  -0.52
H  0.710  -4.485  -6.948  0.41
C  1.755  -3.626  -5.242  -0.49
H  2.363  -4.518  -5.099  0.39
C  1.870  -2.531  -4.372  -0.50
H  2.611  -2.529  -3.570  0.36
H  -0.493  -0.326  -2.765  -0.15
Si  -0.243  -0.062  0.342  -0.03
C  -0.862  -1.622  -0.497  1.86
C  -2.098  -1.597  -1.172  -0.36
H  -2.553  -0.629  -1.398  0.41
C  -2.707  -2.788  -1.575  -0.68
H  -3.654  -2.741  -2.127  0.47
C  -2.104  -4.009  -1.259  -0.62
H  -2.589  -4.940  -1.574  0.44
C  -0.891  -4.052  -0.565  -0.60
H  -0.429  -5.017  -0.321  0.49
C  -0.260  -2.861  -0.195  -1.10
H  0.698  -2.879  0.330  0.45
C  -1.095  1.486  -0.316  1.42
C  -2.406  1.670  0.172  -0.15
H  -2.822  0.968  0.892  0.10
C  -3.211  2.720  -0.264  -0.93
H  -4.226  2.817  0.135  0.44
C  -2.714  3.597  -1.236  -0.60
H  -3.367  4.357  -1.668  0.46
C  -1.389  3.475  -1.678  -0.78
H  -1.006  4.154  -2.447  0.57
C  -0.567  2.456  -1.182  -0.63
H  0.468  2.367  -1.512  0.70
H  1.811  0.151  -2.211  -0.30
Cl  1.829  0.121  0.610  -0.23
N  1.249  0.474  5.895  0.10
C  0.968  1.682  5.203  0.57
C  1.225  2.894  5.841  -1.03
C  0.868  4.062  5.185  -0.50
C  0.278  3.994  3.914  -0.90
C  0.050  2.759  3.341  -0.39
N  0.406  1.612  3.988  0.30
C  1.945  -0.635  5.355  0.59
C  2.829  -1.333  6.179  -0.97
C  3.421  -2.484  5.671  -0.53
C  3.115  -2.908  4.368  -0.78
C  2.225  -2.173  3.611  -0.06
N  1.652  -1.034  4.114  0.27
H  1.517  0.647  6.859  0.32
H  1.687  2.834  6.831  0.43
H  1.013  5.023  5.666  0.48
H  -0.020  4.886  3.369  0.51
H  -0.372  2.637  2.342  0.56
H  2.964  -0.946  7.181  0.44
H  4.072  -3.080  6.297  0.47
H  3.537  -3.820  3.939  0.48
H  1.951  -2.439  2.590  0.35